{
  "formula": "C12H17NO",
  "method": "wB97M-V/def2-TZVPD",
  "symbols": ["C", "C", "C", "C", "C", "C", "C", "C", "C", "C", "C", "C", "N", "O", "H", "H", "H", "H", "H", "H", "H", "H", "H", "H", "H", "H", "H", "H", "H", "H", "H"],
  "coordinates": [[2.1294, -0.7386, -3.5114], [2.6163, -0.3883, -2.2031], [0.7845, -1.0139, -3.7179], [1.7566, -0.3817, -1.1679], [-0.1106, -0.9160, -2.6253], [0.4330, -0.6343, -1.4391], [-0.8012, -0.5073, 0.5484], [-1.5843, 1.8845, 0.1954], [0.5436, 1.4667, 1.4322], [-1.7126, 0.7231, 2.4128], [-0.0344, -2.7835, 0.6742], [-0.8536, 0.9357, 1.1402], [-0.6613, -1.6547, 1.2825], [-1.8894, -1.3151, 0.6390], [2.7620, -0.7459, -4.4063], [3.6526, -0.1776, -2.0988], [0.3727, -1.3544, -4.6648], [2.2252, -0.2812, -0.1924], [-1.0371, -1.4564, -2.6437], [-1.7921, 2.7997, 0.7300], [-2.4737, 1.4053, -0.1345], [-1.0422, 2.0800, -0.6469], [0.3988, 2.3170, 2.0386], [1.1216, 0.7966, 2.1216], [0.9779, 1.8143, 0.5566], [-2.6154, 1.4157, 2.2404], [-1.2555, 1.0578, 3.3254], [-1.8050, -0.3861, 2.6019], [-0.5505, -3.0561, -0.2959], [1.0790, -2.5464, 0.5442], [-0.0389, -3.6696, 1.3602]],
  "largest_force_ha_per_bohr": 0.10988,
  "e_tot_ev": -16250.9134,
  "e_above_lowest_kj_mol": 721.1,
  "e_homo_ev": -8.539,
  "lumo_energy_ev": 0.743,
  "homo_lumo_gap_ev": 9.282
}